A single C4H5N3 molecule. Source: the OMol25 dataset; level of theory: ωB97M-V with the def2-TZVPD basis set.

The geometry in XYZ format:
```
12
Properties=species:S:1:pos:R:3:mulliken_charge:R:1
N 2.4593 -0.3302 -0.2699 -0.20
C 0.8587 -0.1199 -0.0316 0.69
N 1.2820 -1.2890 -0.2068 -0.35
C -1.4600 -1.0634 0.2614 -0.94
C -1.9522 0.2297 0.1910 0.00
C -0.9802 1.2341 0.1139 -0.13
N 0.3469 1.0615 0.0588 -0.50
H 2.8702 -0.2688 -1.1943 0.25
H 3.1133 -0.4954 0.4855 0.26
H -2.2718 -1.8091 0.3100 0.19
H -2.9938 0.5645 0.1960 0.34
H -1.2723 2.2859 0.0859 0.39
```

Computed properties:
Lowest unoccupied orbital energy: -0.30 eV
Energy relative to the best compared isomer or geometry (same formula, charge and spin): 703.9 kJ/mol
HOMO energy: -7.7 eV
Frontier orbital gap: 7.363 eV

***

A 2-piece molecular cluster, C5H9N2 overall in a non-equilibrium geometry. Source: the OMol25 dataset; level of theory: ωB97M-V with the def2-TZVPD basis set.

The geometry in XYZ format:
```
16
Properties=species:S:1:pos:R:3:mulliken_charge:R:1
C -3.0554 -0.2527 -0.5033 -0.48
C -3.4540 -0.3865 0.6270 -0.40
C -0.0468 0.8594 -0.0177 0.47
C 2.2426 0.7246 0.1187 -1.13
C 1.1523 -1.3924 -0.0989 -0.78
N -0.9443 1.5574 -0.2971 -0.20
N 0.9518 0.0657 -0.0347 -0.02
H -2.5005 0.0546 -1.3477 0.53
H -4.0852 -0.7244 1.3867 0.39
H 2.5764 0.2777 0.9981 0.41
H 2.8528 0.4220 -0.6259 0.44
H 2.3485 1.8236 -0.0116 0.39
H 0.1746 -1.9106 0.0385 0.36
H 1.4635 -1.7660 -0.9995 0.37
H 1.8491 -1.5844 0.5992 0.32
H -1.5255 2.2321 0.1682 0.34
```

Computed properties:
Lowest unoccupied orbital energy: -3.99 eV
Energy relative to the best compared isomer or geometry (same formula, charge and spin): 592.9 kJ/mol
HOMO energy: -14.2 eV
Charge: +1
Frontier orbital gap: 10.240 eV

***

An isolated ion of composition C3H6N and charge +1 in a non-equilibrium geometry. Source: the OMol25 dataset; level of theory: ωB97M-V with the def2-TZVPD basis set.

The geometry in XYZ format:
```
10
Properties=species:S:1:pos:R:3:mulliken_charge:R:1
C 0.5272 0.9307 0.5824 -0.53
C -0.2889 -0.4124 0.6808 -0.19
N 0.1097 -0.9135 -0.6855 -0.26
C -0.4606 0.5363 -0.4531 0.08
H 1.6509 0.9385 0.3917 0.23
H 0.1788 1.5211 1.3751 0.27
H -0.9747 -0.8976 1.2134 0.40
H -0.5675 -1.4442 -1.2023 0.30
H 1.1587 -1.1624 -0.8851 0.34
H -1.3335 0.9034 -1.0175 0.36
```

Computed properties:
Lowest unoccupied orbital energy: -3.64 eV
SMILES string: C1[C@@H]2[NH2+][C@H]12
Energy relative to the best compared isomer or geometry (same formula, charge and spin): 186.8 kJ/mol
HOMO energy: -16.5 eV
Charge: +1
Frontier orbital gap: 12.854 eV

***

A 2-piece molecular cluster, CH3BrCl2Si overall in a non-equilibrium geometry. Source: the OMol25 dataset; level of theory: ωB97M-V with the def2-TZVPD basis set.

The geometry in XYZ format:
```
8
Properties=species:S:1:pos:R:3:mulliken_charge:R:1
C 0.2083 0.3585 -1.1834 -0.70
Si -1.1345 0.5930 1.7705 0.51
Cl -2.7835 -0.5084 2.0267 -0.18
Cl -1.5200 2.5503 1.8979 -0.17
Br 1.2516 1.8997 -1.4105 -0.06
H 0.7917 -0.5413 -1.0912 0.33
H -0.6541 0.3229 -1.8255 0.34
H -0.0167 0.1607 2.5774 -0.07
```

Computed properties:
Lowest unoccupied orbital energy (alpha / beta): -0.65 / -0.46 eV
Energy relative to the best compared isomer or geometry (same formula, charge and spin): 313.5 kJ/mol
HOMO energy (alpha / beta): -8.6 / -7.8 eV
Frontier orbital gap (alpha / beta): 7.942 / 7.322 eV

***

An isolated ion of composition CH3O3 and charge +1 in a non-equilibrium geometry. Source: the OMol25 dataset; level of theory: ωB97M-V with the def2-TZVPD basis set.

The geometry in XYZ format:
```
7
Properties=species:S:1:pos:R:3:mulliken_charge:R:1
C -0.1838 -0.5456 0.5879 -0.46
O 0.4923 1.5617 -1.9217 0.00
O 0.1933 -0.1547 -0.6438 0.02
O 0.2037 1.1797 -0.8489 0.50
H -0.5761 -1.5556 0.3034 0.30
H 0.6657 -0.6123 1.2225 0.31
H -0.7952 0.1267 1.3005 0.33
```

Computed properties:
Lowest unoccupied orbital energy (alpha / beta): -10.07 / -10.03 eV
Energy relative to the best compared isomer or geometry (same formula, charge and spin): 492.5 kJ/mol
HOMO energy (alpha / beta): -18.4 / -18.4 eV
Charge: +1
Frontier orbital gap (alpha / beta): 8.341 / 8.388 eV

***

C32H38N7PbSSb2Se as an isolated structure in a non-equilibrium geometry. Source: the OMol25 dataset; level of theory: ωB97M-V with the def2-TZVPD basis set.

The geometry in XYZ format:
```
82
Properties=species:S:1:pos:R:3:mulliken_charge:R:1
Pb 2.3443 0.9001 0.2856 1.35
C 1.9914 -0.2694 4.8354 -0.86
N 2.9498 0.6855 4.2802 0.22
C 3.4253 1.8375 4.8611 -0.77
C 4.2626 2.3774 4.0012 -0.20
N 4.3269 1.5919 2.8835 0.44
C 3.4787 0.5481 3.0575 -0.20
S 3.3755 -0.8281 2.0877 -0.31
C 5.0251 1.9697 1.6834 0.87
C 6.0310 2.9510 1.8048 -0.76
C 6.8569 3.1149 0.6893 -0.49
C 6.5495 2.5407 -0.5392 -0.85
C 5.3578 1.8525 -0.6372 -0.17
N 4.6026 1.5269 0.4812 0.03
H 1.3256 0.2734 5.4392 0.39
H 2.5127 -1.0464 5.4757 0.29
H 1.5518 -0.7970 4.0055 0.29
H 3.0637 2.1259 5.8529 0.50
H 4.7497 3.3371 4.0448 0.42
H 6.1436 3.4056 2.7918 0.37
H 7.8075 3.5830 0.8190 0.46
H 7.0732 2.6995 -1.4735 0.41
H 4.9339 1.5539 -1.5600 0.54
N 1.3001 0.3250 -3.9771 -0.06
C 1.5926 -0.8239 -3.2897 0.13
C 2.1695 -1.8382 -4.0756 -0.49
C 2.5778 -3.0195 -3.4806 -0.52
C 2.2968 -3.1948 -2.0825 -0.99
C 1.7799 -2.1029 -1.3727 -0.33
N 1.4949 -0.8935 -1.9397 0.37
C 0.8867 1.5630 -3.4747 0.53
C -0.1681 2.2136 -4.2635 -0.78
C -0.8505 3.2483 -3.6294 -0.37
C -0.3422 3.8059 -2.4562 -0.97
C 0.9142 3.3016 -2.0225 -0.39
N 1.4768 2.1244 -2.4630 -0.18
H 1.0528 0.1429 -4.9371 0.29
H 2.0529 -1.7555 -5.1651 0.40
H 3.0977 -3.7612 -4.1191 0.43
H 2.5680 -4.1036 -1.5566 0.53
H 1.3805 -2.2076 -0.3429 0.52
H -0.5058 1.6878 -5.1379 0.39
H -1.8045 3.4727 -4.0636 0.45
H -0.7543 4.7103 -1.9955 0.46
H 1.5163 3.7765 -1.2739 0.74
C -1.9635 1.4242 2.3993 -1.01
Sb -2.6201 -0.3780 1.4123 0.42
C -2.2595 -1.6569 3.2479 -1.27
C -4.9176 -0.1636 1.3338 -1.53
C -5.3847 -1.2896 0.5102 1.08
C -6.2136 -2.2357 1.1300 -0.92
C -6.8343 -3.2308 0.3904 -0.54
C -6.6694 -3.3137 -0.9750 -0.76
C -5.8309 -2.4159 -1.5844 -0.72
C -5.1081 -1.4305 -0.8890 1.39
C -4.1288 -0.6281 -1.6431 -1.36
Sb -1.9966 -1.4997 -1.7858 0.63
C -2.0022 -2.7499 -3.5724 -1.23
C -1.7045 -3.1397 -0.3002 -1.42
H -1.6865 1.0854 3.4544 0.31
H -2.7478 2.2124 2.3805 0.43
H -1.1176 1.7468 1.7599 0.07
H -1.4249 -1.2208 3.7511 0.32
H -2.0609 -2.6326 2.8307 0.43
H -3.1911 -1.6560 3.8548 0.37
H -4.8987 0.8021 0.8334 0.43
H -5.2958 -0.0999 2.3437 0.56
H -6.4226 -2.2016 2.2085 0.39
H -7.5446 -3.8608 0.8742 0.44
H -7.2209 -4.0278 -1.5870 0.43
H -5.6053 -2.5354 -2.6279 0.42
H -3.8903 0.3789 -1.1742 0.42
H -4.4892 -0.4855 -2.6837 0.68
H -0.9877 -2.7252 -4.0075 0.32
H -2.7912 -2.3293 -4.2558 0.40
H -2.2202 -3.7718 -3.1904 0.41
H -2.6639 -3.5062 0.1717 0.36
H -1.1491 -2.7668 0.5052 0.27
H -1.2090 -3.9274 -0.7926 0.69
Se 0.3304 5.0902 3.3388 0.28
C 0.9634 3.7545 2.3916 0.19
N 1.4862 2.7797 1.8960 -0.50
```

Computed properties:
Lowest unoccupied orbital energy (alpha / beta): -10.75 / -9.94 eV
Energy relative to the best compared isomer or geometry (same formula, charge and spin): 179.4 kJ/mol
HOMO energy (alpha / beta): -14.7 / -14.5 eV
Charge: +3
Frontier orbital gap (alpha / beta): 3.934 / 4.520 eV

***

A single C4H6OS molecule in a non-equilibrium geometry. Source: the OMol25 dataset; level of theory: ωB97M-V with the def2-TZVPD basis set.

The geometry in XYZ format:
```
12
Properties=species:S:1:pos:R:3:mulliken_charge:R:1
C 1.2375 -0.9463 0.0061 -1.12
C 0.6215 0.5168 0.3386 -0.38
C -0.6353 0.8577 -0.4914 0.34
O -1.7174 1.5565 0.1257 -0.37
C -1.8598 0.2242 -0.1115 0.02
S -2.9386 -0.8847 0.0805 -0.38
H 0.4834 -1.7506 0.2507 0.29
H 2.0713 -1.0165 0.6472 0.34
H 1.4040 -1.1926 -1.0120 0.38
H 1.5218 1.1506 0.1960 0.31
H 0.3225 0.3779 1.5305 0.22
H -0.5110 1.1070 -1.5605 0.36
```

Computed properties:
Lowest unoccupied orbital energy: 0.37 eV
SMILES string: CC[C@@H]1OC1=S
Energy relative to the best compared isomer or geometry (same formula, charge and spin): 248.4 kJ/mol
HOMO energy: -9.0 eV
Frontier orbital gap: 9.414 eV

***

A single C15H30N2O6 molecule. Source: the OMol25 dataset; level of theory: ωB97M-V with the def2-TZVPD basis set.

The geometry in XYZ format:
```
53
Properties=species:S:1:pos:R:3:mulliken_charge:R:1
C -1.4604 -1.3257 -3.0428 -0.54
O -1.4233 -2.2056 -1.9426 -0.32
C -2.1928 -1.8047 -0.8327 -1.07
C -1.5706 -0.6877 0.0156 0.33
N -0.4645 -1.1121 0.8602 0.54
C 0.3018 -2.3042 0.5352 -1.15
C -0.0239 -3.4481 1.5153 -0.59
O 0.4925 -4.6926 1.1170 -0.41
C 1.8911 -4.8045 1.2222 -0.67
C 0.0002 -0.3699 1.8876 0.65
O 1.0041 -0.6893 2.5054 -0.63
C -0.7865 0.8706 2.2845 -1.58
C -0.9639 1.9540 1.2302 0.94
O -2.0823 2.3496 0.9437 -0.71
N 0.1484 2.4879 0.6763 0.27
C -0.0299 3.5125 -0.3344 -1.04
C 0.0653 2.9696 -1.7714 -0.53
O -0.8498 1.9445 -2.0744 -0.23
C -2.1951 2.3705 -2.1792 -0.77
C 1.4989 2.0876 0.9967 -1.50
C 2.0894 1.0256 0.0577 -0.23
O 2.8569 1.6634 -0.9415 -0.46
C 3.4539 0.7540 -1.8304 -0.74
H -0.8848 -1.8070 -3.8312 0.26
H -1.0168 -0.3522 -2.8132 0.14
H -2.4912 -1.1773 -3.3868 0.29
H -3.1774 -1.4534 -1.1731 0.49
H -2.3331 -2.7065 -0.2323 0.32
H -2.3637 -0.2782 0.6451 0.44
H -1.2351 0.1107 -0.6582 -0.26
H 1.3633 -2.0542 0.6240 0.45
H 0.0829 -2.6187 -0.4834 0.76
H 0.3463 -3.1755 2.5136 0.38
H -1.1067 -3.5910 1.5678 0.29
H 2.2399 -4.4779 2.2086 0.32
H 2.4073 -4.2212 0.4523 0.23
H 2.1242 -5.8591 1.0851 0.26
H -1.7908 0.5725 2.5962 0.46
H -0.2833 1.3004 3.1543 0.45
H 0.7410 4.2761 -0.2085 0.43
H -1.0129 3.9596 -0.1696 0.50
H -0.0708 3.8146 -2.4631 0.45
H 1.0551 2.5390 -1.9319 0.20
H -2.6230 2.5840 -1.1959 0.28
H -2.2709 3.2580 -2.8166 0.37
H -2.7429 1.5500 -2.6397 0.21
H 2.1424 2.9695 0.9282 0.51
H 1.5362 1.7121 2.0181 0.46
H 2.7272 0.3414 0.6346 0.75
H 1.2875 0.4364 -0.4084 0.17
H 2.6974 0.1604 -2.3588 0.26
H 4.0206 1.3444 -2.5474 0.25
H 4.1302 0.0714 -1.3020 0.35
```

Computed properties:
Lowest unoccupied orbital energy: 0.78 eV
SMILES string: COCCN(CCOC)C(=O)CC(=O)N(CCOC)CCOC
Energy relative to the best compared isomer or geometry (same formula, charge and spin): 15.1 kJ/mol
HOMO energy: -9.0 eV
Frontier orbital gap: 9.822 eV